Below is 2 unconnected molecules or ions with the total composition C8H19BrN, with properties calculated with the ωB97M-V functional and the def2-TZVPD basis.

Computed properties:
HOMO-LUMO gap (alpha / beta)   7.58 / 9.69 eV
Total charge   +1
Energy relative to the best compared isomer or geometry (same formula, charge and spin)   154.5 kJ/mol

Last column: Mulliken charge in e.
Positions of all 29 atoms, in Å:
C -0.812 -2.362 1.281  -1.298
C 1.941 -1.248 -0.835  -1.437
C 1.439 1.137 -0.133  -1.119
C -1.441 1.143 -1.996  -1.344
C -1.258 2.503 1.884  -1.006
C -0.390 -0.919 1.072  -0.208
C 0.955 -0.091 -0.890  -0.111
C -1.480 0.411 -0.700  0.305
N -0.399 -0.546 -0.384  0.237
Br -3.200 -0.225 -0.179  0.005
H -1.828 -2.534 0.929  0.322
H -0.136 -3.053 0.781  0.338
H -0.792 -2.589 2.343  0.438
H 2.879 -0.930 -1.284  0.446
H 2.155 -1.567 0.181  0.316
H 1.579 -2.102 -1.404  0.423
H 1.849 0.883 0.841  0.333
H 0.630 1.850 0.003  0.252
H 2.230 1.619 -0.701  0.430
H -1.374 0.472 -2.861  0.357
H -2.362 1.715 -2.102  0.449
H -0.612 1.847 -2.048  0.322
H -0.308 2.339 2.350  0.362
H -1.369 3.291 1.165  0.344
H -2.131 2.008 2.254  0.374
H 0.613 -0.766 1.465  0.288
H -1.061 -0.238 1.599  0.199
H 0.808 0.172 -1.940  0.464
H -0.584 -1.428 -0.884  0.520